Computed, not measured: one molecule with the formula C4H7N3, with ωB97M-V/def2-TZVPD.

Geometry as ORCA input:
```
! RIJCOSX wB97M-V def2-TZVPD def2/J DEFGRID3
* xyz 0 1
H 1.9270 -1.7545 -0.7679
N 1.6595 -0.8269 -0.4955
C 0.4052 -0.6718 -0.2783
C -0.7522 -1.5281 -0.0005
C -1.7483 -0.7114 0.3837
N -1.3203 0.6227 0.4546
N -0.0252 0.6430 -0.1740
C 1.1482 1.5719 -0.0203
H -0.7408 -2.6114 0.0024
H -2.7719 -0.9779 0.6578
H -1.9927 1.2838 0.0663
H 1.7967 1.3242 0.8383
H 1.8268 1.4144 -0.8778
H 0.8462 2.6134 -0.0064
*
```

Summary:
Structure (SMILES): [H]/N=c1\cc[nH]n1C
Energy above the lowest of the compared OMol25 structures with the same formula, charge and spin in eV: 1.767
Electronic energy in eV: -8729.9119
LUMO energy in eV: 0.97